(1)
The following is a quantum chemistry calculation of a structure of composition C32H53N5O4P2RuS at a distorted geometry, from the Open Molecules 2025 dataset.

For the orbital gap (alpha / beta), the calculation gives 6.90 / 7.58 eV. Its charge is +1. The calculation puts the maximum force at 1.8 eV/Å. The calculation puts the LUMO energy (alpha / beta) at -1.9080 / -2.5079 eV. As for the total energy: -3001.5146 hartree. The energy above the lowest of the compared OMol25 structures with the same formula, charge and spin comes out at 0.0 kJ/mol. The spin multiplicity is 6. As for the HOMO energy (alpha / beta): -8.8 / -10.1 eV.

CARTESIAN COORDINATES (ANGSTROEM)
Ru  -0.08048  -1.33035  -0.83574
C  -2.39128  -1.93505  -1.94814
C  -2.03838  -2.96315  -1.01794
C  -0.91988  -3.67095  -1.55244
C  -0.58938  -3.09015  -2.81354
C  -1.48038  -2.00345  -3.04714
C  -1.61288  -1.22195  -4.31224
C  0.40512  -3.64865  -3.77454
C  -0.32148  -4.92195  -1.00244
C  -2.86068  -3.41805  0.14186
C  -3.65078  -1.13335  -1.92754
H  -2.43968  -1.62265  -4.90114
H  -0.71038  -1.28025  -4.91424
H  -1.82418  -0.17475  -4.10544
H  -0.03648  -4.49785  -4.30004
H  1.29282  -4.00665  -3.25594
H  0.70702  -2.90945  -4.51384
H  -0.71528  -5.78755  -1.53864
H  -0.55888  -5.03345  0.05146
H  0.76052  -4.91905  -1.12574
H  -3.31128  -4.38425  -0.08744
H  -3.65848  -2.71605  0.36006
H  -2.25048  -3.53575  1.03406
H  -4.47828  -1.72835  -2.31744
H  -3.55808  -0.25135  -2.55274
H  -3.90618  -0.82885  -0.91494
C  -0.44488  -3.31255  4.14576
N  -0.43468  -1.86345  4.14806
C  -0.19088  -1.27155  5.44566
P  -0.14318  -1.01345  2.75766
O  -0.32258  -1.85285  1.56466
O  1.37402  -0.43175  2.97216
P  2.39182  -0.03385  1.76796
O  1.66932  0.16015  0.49366
N  3.14282  1.34935  2.26496
C  2.96722  2.60715  1.57506
C  3.72542  1.43465  3.58616
N  3.52572  -1.25615  1.91216
C  3.03582  -2.61095  2.11016
C  4.54212  -1.21375  0.87366
N  -1.03918  0.38265  2.75736
C  -2.13518  0.51125  1.82356
C  -0.60408  1.62635  3.34886
H  -1.32708  -3.67745  4.67876
H  0.44102  -3.72955  4.63256
H  -0.48228  -3.66285  3.11856
H  -0.88348  -1.69715  6.17406
H  -0.35838  -0.20115  5.38636
H  0.82992  -1.45635  5.79786
H  2.45872  2.41395  0.63196
H  3.93622  3.07165  1.36786
H  2.37292  3.31455  2.16326
H  3.75072  0.43565  4.01496
H  3.13882  2.09635  4.23356
H  4.74442  1.83035  3.53496
H  2.33092  -2.62715  2.93736
H  3.88562  -3.24305  2.36686
H  2.55202  -3.01355  1.21356
H  4.87132  -0.18585  0.73536
H  4.16042  -1.60785  -0.07474
H  5.39182  -1.82005  1.19106
H  -2.30188  -0.45355  1.34676
H  -1.90008  1.24335  1.04536
H  -3.04268  0.82895  2.34146
H  0.27902  1.45755  3.95636
H  -1.39628  2.04095  3.97596
H  -0.34988  2.36535  2.58056
C  2.75572  -0.32905  -2.51184
C  1.73942  -1.34545  -2.03924
O  2.03532  -2.24405  -1.25274
H  3.76542  -0.74225  -2.45904
H  2.68712  0.53595  -1.84914
H  2.53832  -0.01265  -3.52964
N  -0.61608  0.95075  -1.10364
S  -0.25708  1.99595  -2.26914
C  -1.90578  2.58155  -2.74074
C  -3.01558  2.20675  -2.00984
C  -4.26128  2.67675  -2.38964
C  -4.38618  3.48945  -3.50504
C  -3.26338  3.84755  -4.23694
C  -2.01268  3.40175  -3.84904
C  0.23212  3.49155  -1.35154
C  -0.54008  3.93335  -0.28894
C  -0.09988  5.00785  0.46146
C  1.09782  5.63015  0.14726
C  1.86712  5.17545  -0.91224
C  1.43732  4.09695  -1.66704
H  0.06502  1.06875  -0.35244
H  -2.88808  1.54425  -1.16634
H  -5.12848  2.40285  -1.80934
H  -5.35858  3.84175  -3.81234
H  -3.35638  4.47405  -5.11094
H  -1.12418  3.68815  -4.39004
H  -1.48438  3.45695  -0.07734
H  -0.69358  5.37115  1.28326
H  1.42862  6.47705  0.72416
H  2.79472  5.66675  -1.15164
H  2.01392  3.73925  -2.50704

Which charges does Mulliken predict for the atoms? In e, they are: 2.65, 1.54, 0.22, 0.46, 0.45, 0.87, -1.68, -1.81, -2.00, -1.69, -1.67, 0.35, 0.39, 0.23, 0.42, 0.35, 0.41, 0.30, 0.41, 0.34, 0.41, 0.39, 0.12, 0.35, 0.36, 0.38, -0.81, 0.35, -0.95, -0.81, -0.14, 0.01, -1.27, 0.67, 0.52, -0.72, -1.16, 0.23, -0.66, -0.79, 0.55, -0.63, -0.88, 0.32, 0.34, 0.09, 0.40, 0.17, 0.28, -0.10, 0.35, 0.35, 0.30, 0.34, 0.36, 0.10, 0.51, 0.10, 0.34, 0.05, 0.40, -0.13, 0.05, 0.49, 0.31, 0.42, 0.11, -1.45, 0.47, -0.59, 0.47, -0.11, 0.42, 0.00, -0.08, 1.00, -0.38, -0.79, -0.57, -0.68, -0.76, 0.35, 0.00, -0.73, -0.56, -0.71, -0.41, -0.21, 0.45, 0.46, 0.42, 0.42, 0.48, 0.29, 0.45, 0.43, 0.45, 0.47

(2)
The following is a quantum chemistry calculation of a structure of composition HO3S3 at a distorted geometry, from the Open Molecules 2025 dataset.

For the orbital gap (alpha / beta), the calculation gives 6.74 / 6.73 eV. Its charge is -1. The calculation puts the maximum force at 3.1 eV/Å. The calculation puts the LUMO energy (alpha / beta) at 3.5272 / 3.5267 eV. As for the total energy: -1420.9348 hartree. The energy above the lowest of the compared OMol25 structures with the same formula, charge and spin comes out at 88.0 kJ/mol. As for the HOMO energy (alpha / beta): -3.2 / -3.2 eV.

CARTESIAN COORDINATES (ANGSTROEM)
O  -1.08655  1.12199  -0.83860
O  0.09284  -2.44873  0.43113
O  1.25169  -0.72775  -0.85884
S  -0.77977  0.73169  0.76251
S  0.39925  2.12409  1.52762
S  0.96704  -1.22867  0.48801
H  -0.84450  0.42738  -1.51183

Which charges does Mulliken predict for the atoms? In e, they are: -0.49, -0.53, -0.49, 0.08, -0.50, 0.59, 0.34

(3)
The following is a quantum chemistry calculation of a structure of composition C2H3ClSi at a distorted geometry, from the Open Molecules 2025 dataset.

For the orbital gap (alpha / beta), the calculation gives 7.60 / 7.22 eV. The calculation puts the maximum force at 4.9 eV/Å. The calculation puts the LUMO energy (alpha / beta) at -0.0966 / -1.7486 eV. As for the total energy: -827.4081 hartree. The energy above the lowest of the compared OMol25 structures with the same formula, charge and spin comes out at 222.3 kJ/mol. The spin multiplicity is 3. As for the HOMO energy (alpha / beta): -7.7 / -9.0 eV.

CARTESIAN COORDINATES (ANGSTROEM)
C  0.59912  0.00696  0.70346
C  -0.28670  1.71615  1.06405
Si  -0.12672  -1.01361  -0.53076
Cl  -0.71166  2.46060  -0.35690
H  0.06562  -2.49783  -0.69048
H  -0.81658  -0.34252  -1.67786
H  1.27694  -0.32976  1.48850

Which charges does Mulliken predict for the atoms? In e, they are: -0.37, -0.09, 0.32, -0.08, -0.05, -0.07, 0.34

(4)
The following is a quantum chemistry calculation of a structure of composition C5H10AgO3 at a distorted geometry, from the Open Molecules 2025 dataset.

For the orbital gap (alpha / beta), the calculation gives 6.06 / 7.49 eV. The calculation puts the maximum force at 7.3 eV/Å. The calculation puts the LUMO energy (alpha / beta) at -1.4277 / -1.5924 eV. As for the total energy: -569.0005 hartree. The energy above the lowest of the compared OMol25 structures with the same formula, charge and spin comes out at 138.9 kJ/mol. The spin multiplicity is 2. As for the HOMO energy (alpha / beta): -7.5 / -9.1 eV.

CARTESIAN COORDINATES (ANGSTROEM)
O  0.15627  -1.32064  -0.22557
Ag  1.17349  -0.90996  -2.25988
O  2.32181  -1.44803  -0.36201
C  1.39288  -1.18493  0.46935
O  1.39327  -0.11359  1.23640
C  -1.03685  -1.36453  0.54264
C  -2.20003  -1.46054  -0.42093
H  -0.98454  -2.23200  1.21854
H  -1.13851  -0.46865  1.17443
H  -2.09625  -2.33152  -1.08309
H  -3.14157  -1.55129  0.13729
H  -2.25259  -0.55990  -1.04950
C  1.55650  1.56605  -0.08901
C  0.35357  2.34315  0.34995
H  2.62366  1.44847  0.13435
H  1.81295  1.97872  -1.07806
H  -0.29344  1.72805  0.99017
H  -0.29943  2.58618  -0.49998
H  0.65882  3.29497  0.81492

Which charges does Mulliken predict for the atoms? In e, they are: -0.16, 0.53, -0.75, 0.80, -0.59, -0.20, -1.14, 0.29, 0.25, 0.29, 0.36, 0.27, -0.72, -0.81, 0.44, 0.41, 0.21, 0.25, 0.29